# 1
{"formula": "C2H3NO", "method": "wB97M-V/def2-TZVPD", "species": ["C", "N", "H", "C", "O", "H", "H"], "positions_angstrom": [[-1.9129, 0.1648, -0.6370], [-2.1131, -0.2426, 0.4149], [-1.7401, 0.7643, -1.5231], [1.4615, -0.2462, 0.4401], [1.2122, -0.2008, -0.7199], [1.5755, 0.8546, 0.8596], [1.5169, -1.0942, 1.1654]], "spin_multiplicity": 1, "e_lumo_ev": 0.875, "gap_ev": 11.00, "total_energy_ha": -207.9324, "e_homo_ev": -10.12, "smiles": "C#N.C=O"}

---

# 2
{"formula": "C4H6N2O", "method": "wB97M-V/def2-TZVPD", "species": ["C", "C", "N", "C", "C", "O", "N", "H", "H", "H", "H", "H", "H"], "positions_angstrom": [[-2.0489, -0.4216, 0.0589], [-0.6172, -0.0288, -0.0652], [-0.1035, 1.1174, 0.0791], [1.3343, 0.9252, -0.1461], [1.6092, -0.5530, -0.4369], [2.0342, 1.2669, 1.0261], [0.3824, -1.0306, -0.3671], [-2.6582, 0.4700, 0.2103], [-2.1858, -1.0951, 0.9127], [-2.3894, -0.9455, -0.8410], [1.6286, 1.5622, -0.9960], [2.8521, 0.7506, 0.9949], [0.1621, -2.0175, -0.4297]], "spin_multiplicity": 1, "e_lumo_ev": 0.541, "gap_ev": 9.66, "total_energy_ha": -340.6953, "e_homo_ev": -9.12}